#w
{
  "formula": "C4H12N2O",
  "method": "ωB97M-V/def2-TZVPD",
  "orbital_gap_ha": 0.3554,
  "smiles": "NCCNCCO",
  "e_lumo_ev": 0.96,
  "species": ["N", "C", "C", "N", "C", "C", "O", "H", "H", "H", "H", "H", "H", "H", "H", "H", "H", "H", "H"],
  "coordinates": [[-0.4074, -0.3604, -2.4426], [0.7287, -0.8751, -1.6362], [0.3010, -1.6710, -0.4311], [-0.1857, -0.8785, 0.7483], [0.1540, 0.5206, 0.7919], [-0.5136, 1.1675, 2.0040], [-0.6628, 2.5653, 1.7517], [-0.7787, 0.5235, -2.1212], [-0.0710, -0.2218, -3.3875], [1.2245, -1.5551, -2.3178], [1.4420, -0.0949, -1.3746], [1.2032, -2.1775, -0.0592], [-0.4689, -2.3925, -0.6487], [-1.1893, -1.0075, 0.7763], [-0.1852, 1.0768, -0.0926], [1.2314, 0.6193, 0.8692], [0.1378, 1.0290, 2.8693], [-1.4986, 0.7150, 2.1270], [-0.4612, 3.0176, 2.5737]]
}

#x
{
  "formula": "C4H12N2O",
  "method": "ωB97M-V/def2-TZVPD",
  "orbital_gap_ha": 0.3657,
  "smiles": "CNCCNCO",
  "e_lumo_ev": 0.89,
  "species": ["C", "N", "C", "C", "N", "C", "O", "H", "H", "H", "H", "H", "H", "H", "H", "H", "H", "H", "H"],
  "coordinates": [[-0.6817, -2.9479, 0.1777], [-0.6008, -1.4121, 0.0509], [0.6735, -0.9048, 0.5419], [0.6613, 0.6048, 0.4095], [-0.2288, 1.1753, -0.7415], [-0.1689, 2.6182, -0.7815], [-0.9499, 3.1931, 0.2601], [-1.1829, -2.8934, 1.1289], [-1.2837, -3.4594, -0.5997], [0.3070, -3.4103, 0.1386], [-0.5631, -1.3370, -0.9811], [0.7064, -1.1763, 1.6397], [1.5175, -1.4202, -0.0043], [1.6878, 0.9182, 0.4086], [0.2449, 1.0362, 1.3362], [0.3521, 0.9142, -1.5511], [-0.6724, 2.9870, -1.6851], [0.8947, 2.8508, -0.7789], [-0.7131, 2.6637, 1.0310]]
}

#y
{
  "formula": "C4H12N2O",
  "method": "ωB97M-V/def2-TZVPD",
  "orbital_gap_ha": 0.3591,
  "smiles": "NC[C@@H](N)CCO",
  "e_lumo_ev": 1.02,
  "species": ["N", "C", "C", "N", "C", "C", "O", "H", "H", "H", "H", "H", "H", "H", "H", "H", "H", "H", "H"],
  "coordinates": [[1.7915, 0.7883, 1.7372], [1.6569, 0.2359, 0.4039], [0.0881, -0.0032, 0.2446], [-0.4326, 1.2958, 0.2993], [-0.2359, -0.7827, -1.0470], [-1.7715, -1.1076, -1.0141], [-2.6767, -0.1155, -0.7375], [2.7748, 1.0300, 1.9370], [1.5116, 0.0638, 2.3037], [2.3211, -0.6299, 0.1463], [1.8114, 1.0609, -0.4421], [-0.1135, -0.6204, 1.1114], [-0.4677, 1.9940, -0.3410], [-0.2559, 1.7363, 1.2479], [-0.0417, -0.2504, -1.9625], [0.2200, -1.7817, -1.1808], [-1.9788, -1.8770, -0.2199], [-2.0673, -1.6352, -1.9201], [-2.1338, 0.5985, -0.5662]]
}

On energetic grounds, #w is preferred over the next structure by 0.0283 hartree.

#w
{
  "formula": "C4H12N2O",
  "method": "ωB97M-V/def2-TZVPD",
  "orbital_gap_ha": 0.3255,
  "e_lumo_ev": 0.82,
  "species": ["C", "C", "C", "C", "N", "N", "O", "H", "H", "H", "H", "H", "H", "H", "H", "H", "H", "H", "H"],
  "coordinates": [[-0.8145, 0.2277, -0.8554], [0.3720, 0.6159, -1.7274], [-0.5603, 0.9292, 0.7855], [0.6600, -1.4804, 1.5925], [0.4620, 0.3500, 1.5070], [-0.9449, -1.1595, -0.7794], [0.4587, 2.0045, -1.9808], [0.8089, 2.4498, -1.2049], [1.3646, 0.6492, 1.1433], [-1.7333, 0.7353, -1.1522], [-0.1758, -1.5532, -0.1349], [-1.8188, -1.4228, -0.3342], [1.2988, 0.2269, -1.2811], [0.2542, 0.1331, -2.7000], [-1.5273, 0.7674, 1.2670], [-0.3870, 1.9702, 0.4996], [-0.1914, -1.7187, 2.2231], [0.9276, -2.3008, 0.9143], [1.5463, -1.4238, 2.2180]]
}

#x
{
  "formula": "C4H12N2O",
  "method": "ωB97M-V/def2-TZVPD",
  "orbital_gap_ha": [0.3454, 0.3262],
  "e_lumo_ev": [0.04, -0.18],
  "species": ["C", "C", "C", "C", "N", "N", "O", "H", "H", "H", "H", "H", "H", "H", "H", "H", "H", "H", "H"],
  "coordinates": [[-0.7569, -0.9740, 0.9926], [-2.3660, 0.2138, -0.6823], [2.6412, -0.3241, -0.4984], [-1.0465, 0.2868, 0.1365], [1.9492, 0.4236, 0.3430], [0.0129, 0.3059, -0.7785], [-1.1428, 1.4264, 0.9524], [0.1784, -0.9094, 1.6101], [-0.6195, -1.8593, 0.4679], [-1.6004, -1.2847, 1.6146], [-2.6997, 1.2500, -0.8690], [-2.9815, -0.3915, -0.1237], [-2.2117, -0.3484, -1.5868], [3.6706, -0.6473, -0.1450], [2.0219, -1.2380, -0.5440], [2.9566, 0.1220, -1.5341], [2.1818, 1.4109, 0.3331], [0.1404, 1.1972, -1.1103], [-0.3281, 1.3402, 1.4221]]
}

#y
{
  "formula": "C4H12N2O",
  "method": "ωB97M-V/def2-TZVPD",
  "orbital_gap_ha": 0.3557,
  "smiles": "C[C@@H](O)[C@@H](N)CN",
  "e_lumo_ev": 0.89,
  "species": ["C", "C", "O", "C", "N", "C", "N", "H", "H", "H", "H", "H", "H", "H", "H", "H", "H", "H", "H"],
  "coordinates": [[-0.4407, -0.3201, 2.0122], [-1.0943, -0.3805, 0.6220], [-1.7686, 0.8635, 0.3621], [-0.0131, -0.5024, -0.4674], [-0.6357, -0.8785, -1.7170], [0.8991, 0.7617, -0.5177], [2.2650, 0.3981, -0.8418], [-0.3720, 0.6745, 2.4373], [-0.9398, -0.9054, 2.7929], [0.5427, -0.7811, 1.9684], [-1.7198, -1.2720, 0.5877], [-2.7175, 0.7410, 0.4284], [0.6535, -1.3023, -0.1381], [0.0202, -0.7788, -2.4915], [-1.3456, -0.1902, -1.9606], [0.8478, 1.2409, 0.4559], [0.4597, 1.3861, -1.2735], [2.9489, 1.0133, -0.4360], [2.4103, 0.2322, -1.8232]]
}

On energetic grounds, #y is preferred over the next structure by 0.1023 hartree.

#w
{
  "formula": "C4H12N2O",
  "method": "ωB97M-V/def2-TZVPD",
  "orbital_gap_ha": 0.3480,
  "e_lumo_ev": 0.52,
  "species": ["C", "C", "C", "C", "H", "H", "H", "H", "H", "H", "H", "H", "H", "H", "H", "H", "N", "N", "O"],
  "coordinates": [[-2.4474, 1.2267, -2.0344], [2.1774, -0.3134, -0.2445], [1.2041, -0.6208, 0.8686], [0.4857, -0.6420, 3.1573], [-1.3391, -0.4390, -2.7725], [-2.3246, 0.3704, -3.9025], [-3.0173, 2.0481, -2.5782], [-3.3089, 0.6367, -1.5711], [-1.8267, 1.7940, -1.3577], [2.6801, -1.1994, -0.7058], [3.1900, 0.3673, -0.1172], [1.5025, 0.1419, -1.0023], [2.5330, -0.0435, 2.4778], [-0.4806, -0.9645, 2.6982], [0.8588, -1.4252, 3.6252], [0.1899, 0.1253, 3.8784], [-1.7111, 0.4285, -3.0832], [1.3389, -0.0333, 2.0115], [0.2953, -1.4578, 0.6525]]
}

#x
{
  "formula": "C4H12N2O",
  "method": "ωB97M-V/def2-TZVPD",
  "orbital_gap_ha": 0.3505,
  "smiles": "CN(C)ON(C)C",
  "e_lumo_ev": 1.09,
  "species": ["C", "N", "C", "O", "N", "C", "C", "H", "H", "H", "H", "H", "H", "H", "H", "H", "H", "H", "H"],
  "coordinates": [[2.1208, 1.0205, -0.1561], [1.1081, 0.2423, 0.5101], [1.4820, -1.0220, 1.3491], [0.2247, -0.1279, -0.5499], [-1.1885, -0.1448, -0.1496], [-1.8490, -1.1569, -0.9163], [-1.7462, 1.1612, -0.1548], [1.8194, 1.9953, -0.3602], [2.9702, 0.9886, 0.5084], [2.3571, 0.5349, -1.1911], [2.5534, -1.1733, 1.6263], [0.9881, -0.7568, 2.2542], [1.0134, -1.8459, 0.8652], [-1.2281, -2.0168, -0.8089], [-2.7893, -1.3932, -0.4294], [-2.0567, -0.9609, -2.0183], [-2.7961, 1.1833, 0.2486], [-1.1300, 1.8187, 0.4927], [-1.8534, 1.6535, -1.1199]]
}

On energetic grounds, #w is preferred over the next structure by 0.0726 hartree.

#w
{
  "formula": "C8H10AuCl3GeN2O2S2",
  "method": "ωB97M-V/def2-TZVPD",
  "total_charge": 1,
  "orbital_gap_ha": [0.2116, 0.2096],
  "multiplicity": 2,
  "e_lumo_ev": [-6.48, -6.47],
  "species": ["Au", "C", "O", "C", "C", "O", "C", "H", "H", "H", "H", "H", "H", "H", "H", "H", "H", "S", "C", "S", "C", "C", "N", "C", "N", "Cl", "Ge", "Cl", "Cl"],
  "coordinates": [[0.2266, -0.2553, -0.1983], [0.7208, 3.0886, 0.1835], [-0.2415, 2.0401, 0.4045], [-1.5358, 2.3443, -0.1023], [-2.4133, 1.1701, 0.2330], [-1.9778, -0.0165, -0.4832], [-2.5546, -0.1191, -1.8117], [0.3251, 4.0293, 0.5660], [0.9448, 3.1823, -0.8805], [1.6173, 2.8177, 0.7322], [-1.4813, 2.5069, -1.1847], [-1.9281, 3.2516, 0.3639], [-3.4581, 1.3652, -0.0052], [-2.3261, 0.9219, 1.2906], [-3.6383, -0.1234, -1.7109], [-2.2204, -1.0564, -2.2413], [-2.2314, 0.7126, -2.4369], [1.7090, -1.4597, -1.8567], [2.9413, -1.3405, -0.6411], [2.3398, -0.4237, 0.7198], [4.1772, -1.8684, -0.7221], [5.1120, -1.6627, 0.3445], [5.8548, -1.4565, 1.1970], [4.5556, -2.6285, -1.8758], [4.8414, -3.2162, -2.8211], [0.9166, -3.5349, 1.3386], [-0.6166, -2.5400, 0.3498], [-1.1207, -3.4426, -1.4699], [-2.3126, -2.2805, 1.5213]]
}

#x
{
  "formula": "C8H10AuCl3GeN2O2S2",
  "method": "ωB97M-V/def2-TZVPD",
  "total_charge": 1,
  "orbital_gap_ha": [0.2205, 0.1947],
  "multiplicity": 2,
  "e_lumo_ev": [-6.55, -7.26],
  "species": ["Au", "C", "O", "C", "C", "O", "C", "H", "H", "H", "H", "H", "H", "H", "H", "H", "H", "S", "C", "S", "C", "C", "N", "C", "N", "Cl", "Ge", "Cl", "Cl"],
  "coordinates": [[-0.1780, 0.0022, -0.0092], [2.8142, -0.6546, -0.8993], [2.0096, -0.0238, 0.1263], [2.4799, -0.3684, 1.4545], [1.6984, 0.4134, 2.4726], [0.3553, -0.0535, 2.4380], [-0.4807, 0.5588, 3.4254], [3.8451, -0.3304, -0.7675], [2.4361, -0.3138, -1.8588], [2.7403, -1.7389, -0.8224], [3.5397, -0.1160, 1.5057], [2.3523, -1.4433, 1.6039], [1.7296, 1.4866, 2.2529], [2.1342, 0.2458, 3.4617], [-0.0820, 0.3490, 4.4189], [-1.4670, 0.1118, 3.3343], [-0.5420, 1.6375, 3.2670], [-2.2954, 0.8068, 0.2430], [-2.1184, 1.8997, -1.1060], [-0.5542, 1.5351, -1.7752], [-3.0117, 2.8199, -1.5197], [-2.6944, 3.6632, -2.6285], [-2.4334, 4.3054, -3.5445], [-4.2510, 2.9518, -0.8200], [-5.2498, 3.0524, -0.2614], [-2.7076, -2.8587, -0.1487], [-0.6393, -2.4872, -0.0532], [0.2467, -3.4416, 1.6175], [0.3444, -3.0635, -1.8390]]
}

On energetic grounds, #x is preferred over the next structure by 0.0028 hartree.

#w
{
  "formula": "C11H10N2O",
  "method": "ωB97M-V/def2-TZVPD",
  "orbital_gap_ha": [0.2461, 0.2458],
  "e_lumo_ev": [-1.35, -1.36],
  "species": ["C", "C", "C", "C", "C", "C", "C", "C", "C", "C", "C", "N", "N", "O", "H", "H", "H", "H", "H", "H", "H", "H", "H", "H"],
  "coordinates": [[-1.6534, -2.3118, -1.2267], [1.3889, 1.9112, 0.8157], [0.0199, 1.7340, 1.1849], [2.0301, 1.8846, -0.3326], [-1.1166, 1.0737, 0.8514], [1.0887, 0.0463, -1.4657], [-0.0678, -0.3378, -0.9712], [-0.2657, -2.0144, 0.8665], [1.4485, 1.4564, -1.6257], [-1.1946, 0.2966, -0.2870], [-0.5313, -1.7010, -0.5508], [-2.6605, -2.6885, -1.6667], [-1.2937, -2.7200, 1.5545], [0.6749, -1.4717, 1.5102], [1.9282, 2.1839, 1.6348], [-0.2018, 2.3957, 1.9499], [3.0754, 2.1833, -0.3129], [-2.0544, 1.2716, 1.3351], [1.9030, -0.5102, -1.8297], [0.5638, 2.0522, -1.7179], [2.1642, 1.5274, -2.4239], [-2.1953, 0.1006, -0.6388], [-1.9901, -3.2009, 0.9478], [-1.0605, -3.1612, 2.3989]]
}

#x
{
  "formula": "C11H10N2O",
  "method": "ωB97M-V/def2-TZVPD",
  "orbital_gap_ha": 0.3444,
  "smiles": "C[C@@H]1N=N[C@@]23c4ccccc4O[C@@H]2[C@@H]13",
  "e_lumo_ev": 0.78,
  "species": ["C", "C", "N", "N", "C", "C", "C", "C", "C", "C", "C", "O", "C", "C", "H", "H", "H", "H", "H", "H", "H", "H", "H", "H"],
  "coordinates": [[2.9642, -0.3153, -0.9189], [2.4143, 0.1006, 0.3787], [2.3036, -1.0674, 1.2661], [1.1556, -1.2616, 1.6660], [0.2328, -0.3242, 1.1928], [-1.4854, -0.4796, 0.7082], [-2.2339, -1.4327, 0.1666], [-3.4678, -1.0041, -0.2945], [-3.7700, 0.3201, -0.2775], [-2.9372, 1.2855, 0.1479], [-1.7832, 0.8659, 0.8195], [-0.8808, 1.7229, 1.3003], [0.2988, 1.0812, 1.5982], [1.0517, 0.6725, 0.3322], [2.2463, -0.8101, -1.4841], [3.8642, -0.8231, -0.6572], [3.4362, 0.5554, -1.5204], [3.1668, 0.6915, 0.9050], [-1.7538, -2.4163, -0.0954], [-4.0705, -1.8959, -0.7975], [-4.7570, 0.6287, -0.5896], [-3.2928, 2.2391, 0.2994], [0.8119, 1.5636, 2.4270], [0.7381, 1.0047, -0.5922]]
}

On energetic grounds, #x is preferred over the next structure by 0.0021 hartree.

#w
{
  "formula": "C4H13NO2",
  "method": "ωB97M-V/def2-TZVPD",
  "orbital_gap_ha": 0.3494,
  "smiles": "CN[C@@H](C)CO.O",
  "e_lumo_ev": 0.88,
  "species": ["C", "N", "C", "C", "C", "O", "H", "H", "H", "H", "H", "H", "H", "H", "H", "H", "H", "O", "H", "H"],
  "coordinates": [[-0.2283, 1.4969, -0.6218], [-0.4026, 0.0451, -0.6064], [0.0659, -0.6878, 0.6006], [1.4774, -1.2321, 0.4652], [-0.2058, 0.1102, 1.8602], [-0.2340, -0.8143, 2.9700], [0.2199, 1.8583, -1.5458], [-1.1810, 2.0099, -0.5101], [0.4218, 1.8482, 0.1654], [0.1197, -0.3496, -1.3736], [-0.6405, -1.5147, 0.7211], [2.2054, -0.6085, 0.9719], [1.5377, -2.2232, 0.8981], [1.7585, -1.3392, -0.5792], [-1.1781, 0.5779, 1.7372], [0.5298, 0.8729, 2.1145], [-0.8586, -0.4895, 3.6223], [-0.7666, 0.1169, -3.5202], [-1.0953, 0.1841, -4.4243], [-1.5453, 0.1383, -2.9453]]
}

#x
{
  "formula": "C4H13NO2",
  "method": "ωB97M-V/def2-TZVPD",
  "orbital_gap_ha": 0.1499,
  "e_lumo_ev": -3.31,
  "species": ["N", "C", "C", "C", "C", "H", "H", "H", "H", "H", "H", "H", "H", "H", "H", "H", "O", "H", "H", "O"],
  "coordinates": [[-0.0790, -1.6545, 1.2853], [3.1166, 0.3065, 0.2244], [-0.2823, 0.3116, -1.3962], [1.1087, -0.0614, -1.1311], [1.7935, 0.4827, -0.0384], [-0.4762, -2.5806, 1.1850], [0.3665, -1.4142, 0.4056], [3.5423, 0.8105, 1.0803], [3.7190, -0.3075, -0.4362], [-0.6769, 0.7262, -0.4685], [-0.4462, 0.9976, -2.2277], [-0.9424, -0.5555, -1.5447], [1.6657, -0.6168, -1.8869], [1.2784, 1.0979, 0.6916], [-3.7794, 0.4099, -0.8967], [-2.3204, 0.6815, 0.6947], [-2.8396, 0.3405, -0.7139], [-0.8364, -0.9884, 1.4487], [-2.2154, 1.2213, 2.2130], [-1.6965, 0.7928, 1.5118]]
}

On energetic grounds, #w is preferred over the next structure by 0.1530 hartree.

#w
{
  "formula": "C7H13N2",
  "method": "ωB97M-V/def2-TZVPD",
  "total_charge": 1,
  "orbital_gap_ha": 0.3610,
  "smiles": "N[C@@H]1[NH2+][C@H]1C1CC=CC1",
  "e_lumo_ev": -2.91,
  "species": ["N", "C", "N", "C", "C", "C", "C", "C", "C", "H", "H", "H", "H", "H", "H", "H", "H", "H", "H", "H", "H", "H"],
  "coordinates": [[0.7486, -2.0047, 2.3487], [0.3619, -1.4598, 1.1105], [1.4692, -1.3722, -0.2193], [0.9013, -0.2087, 0.5792], [0.3420, 0.9127, -0.3675], [-0.3326, 0.2484, -1.6413], [-1.6358, 1.0275, -1.7921], [-1.8254, 1.8733, -0.7885], [-0.7440, 1.8340, 0.2513], [1.4421, -1.5838, 2.9836], [0.1121, -2.7029, 2.6482], [-0.6168, -1.8195, 0.8386], [2.3385, -1.6341, 0.2078], [1.3754, -1.4087, -1.2227], [1.6090, 0.2129, 1.3244], [1.2299, 1.5044, -0.6885], [0.2515, 0.2836, -2.5892], [-0.5126, -0.8255, -1.4342], [-2.3397, 0.7316, -2.5179], [-2.7334, 2.2342, -0.5832], [-0.3642, 2.8737, 0.4247], [-1.0772, 1.2835, 1.1274]]
}

#x
{
  "formula": "C7H13N2",
  "method": "ωB97M-V/def2-TZVPD",
  "total_charge": 1,
  "orbital_gap_ha": 0.3864,
  "e_lumo_ev": -2.86,
  "species": ["C", "C", "C", "C", "C", "C", "C", "N", "N", "H", "H", "H", "H", "H", "H", "H", "H", "H", "H", "H", "H", "H"],
  "coordinates": [[-3.2908, -0.0647, 0.6316], [-2.3090, 0.8265, 0.2903], [-1.6872, -1.1980, -0.3494], [2.2558, -1.0642, -0.3967], [1.1744, 1.6743, -0.6831], [2.4676, 0.0772, 0.6639], [1.5875, 1.2803, 0.5255], [-2.8682, -1.3050, 0.2002], [-1.2609, 0.0657, -0.2831], [-4.2806, 0.0252, 0.8346], [-2.2929, 1.8737, 0.7286], [-1.2184, -2.1010, -0.6526], [2.9050, -1.9369, -0.3415], [2.3671, -0.7191, -1.3986], [1.2022, -1.5253, -0.3475], [-0.2531, 0.4194, -0.5821], [0.5561, 2.4851, -0.9020], [1.4684, 1.3631, -1.6751], [2.4222, -0.2752, 1.6621], [3.3371, 0.6103, 0.3176], [1.1986, 1.6294, 1.4619], [-3.4808, -2.1409, 0.2955]]
}

#y
{
  "formula": "C7H13N2",
  "method": "ωB97M-V/def2-TZVPD",
  "total_charge": 1,
  "orbital_gap_ha": [0.2898, 0.2898],
  "e_lumo_ev": [-5.83, -5.82],
  "species": ["C", "C", "C", "C", "C", "C", "C", "N", "N", "H", "H", "H", "H", "H", "H", "H", "H", "H", "H", "H", "H", "H"],
  "coordinates": [[-0.3848, -0.5713, -1.6338], [-0.9466, -1.3575, -0.4861], [0.4798, 0.6703, -1.5915], [-0.2240, -1.0496, 0.7307], [1.0153, 0.8832, -0.1062], [0.0137, 0.4145, 0.9007], [0.3548, 0.6484, 2.3673], [-0.9158, -0.2337, -4.1166], [-1.5405, -0.5600, -3.1583], [-1.8413, -0.6600, -0.7464], [-1.2451, -2.3622, -0.5878], [1.3919, 0.3403, -2.2149], [0.0627, 1.4718, -2.1446], [-0.8068, -1.4914, 1.5684], [0.7357, -1.5435, 0.7036], [2.0008, 0.4568, 0.0730], [1.1951, 1.9597, -0.1219], [-0.9222, 0.9476, 0.7179], [-0.5330, 0.5919, 2.9428], [0.7066, 1.7197, 2.4268], [1.0381, -0.1389, 2.7648], [-1.5304, -0.2965, -4.9106]]
}

On energetic grounds, #x is preferred over the next structure by 0.0164 hartree.